Below is C36H52N3OP2Pb as an isolated structure, with properties calculated with ωB97M-V with the def2-TZVPD basis set.

The value obtained for the HOMO energy (spin up / spin down) is -15.94 / -16.47 eV. For the orbital gap (spin up / spin down), the calculation gives 5.05 / 5.62 eV. The calculation puts the LUMO energy (spin up / spin down) at -10.9 / -10.8 eV.

ORCA input file:
```
! RIJCOSX wB97M-V def2-TZVPD def2/J DEFGRID3
* xyz 3 1
C 2.181 -2.108 -1.011
C 1.717 0.011 -1.937
C 3.053 -2.410 -2.051
C 2.547 -0.268 -3.018
C 3.228 -1.492 -3.082
H 3.558 -3.378 -2.027
H 2.632 0.483 -3.806
H 3.883 -1.716 -3.921
N 1.595 -0.895 -0.941
P 0.105 -2.967 0.760
P 0.896 2.221 -0.209
C 1.819 -3.153 0.062
H 1.972 -4.166 -0.352
H 2.533 -3.075 0.903
C 0.839 1.254 -1.891
H 1.159 1.973 -2.664
C -0.408 3.609 -0.280
C 2.636 2.848 0.140
C -1.175 -3.533 -0.529
C -0.031 -3.724 2.506
C -1.723 3.146 0.390
H -1.605 3.005 1.473
H -2.474 3.940 0.231
H -2.107 2.216 -0.048
C 0.048 4.870 0.478
H 0.198 4.677 1.547
H 0.963 5.311 0.064
H -0.752 5.623 0.393
C -0.741 3.995 -1.733
H -1.273 4.961 -1.707
H 0.145 4.119 -2.368
H -1.400 3.254 -2.201
C 2.691 3.443 1.581
H 1.934 3.002 2.248
H 3.676 3.241 2.034
H 2.552 4.533 1.572
C 3.623 1.664 0.066
H 3.280 0.807 0.666
H 3.777 1.345 -0.971
H 4.594 1.983 0.476
C 2.988 3.911 -0.925
H 2.213 4.044 -1.697
H 3.164 4.894 -0.464
H 3.907 3.619 -1.457
C -1.434 -3.461 3.104
H -1.380 -3.570 4.201
H -1.776 -2.433 2.903
H -2.192 -4.169 2.743
C 0.969 -3.026 3.455
H 2.001 -3.031 3.080
H 0.671 -1.987 3.668
H 0.953 -3.560 4.420
C 0.259 -5.239 2.436
H 0.756 -5.565 3.363
H -0.664 -5.829 2.345
H 0.927 -5.513 1.605
C -0.992 -2.815 -1.893
H -0.991 -3.546 -2.715
H -1.785 -2.075 -2.068
H -0.056 -2.261 -1.959
C -2.603 -3.242 -0.018
H -2.737 -2.179 0.228
H -3.315 -3.487 -0.823
H -2.870 -3.849 0.858
C -0.989 -5.042 -0.724
H 0.036 -5.292 -1.029
H -1.230 -5.612 0.184
H -1.669 -5.375 -1.522
Pb -0.006 -0.162 0.846
C 2.480 0.056 2.724
O 3.115 0.082 3.678
N -1.303 0.295 -1.067
C -0.678 0.782 -2.060
C -1.364 0.898 -3.429
C -2.762 0.822 -3.422
C -0.696 1.043 -4.657
C -3.502 0.949 -4.606
H -3.250 0.667 -2.462
C -1.432 1.136 -5.847
H 0.390 1.074 -4.707
C -2.834 1.103 -5.829
H -4.593 0.926 -4.579
H -0.919 1.233 -6.806
H -3.406 1.194 -6.758
C -2.396 1.871 5.258
C -1.153 2.260 4.733
C -0.655 1.614 3.599
N -1.379 0.674 2.954
C -2.595 0.323 3.421
C -3.128 0.875 4.590
H -2.795 2.331 6.162
H -0.549 3.047 5.178
H 0.338 1.852 3.193
H -3.133 -0.427 2.822
H -4.098 0.517 4.926
*
```

These are the Löwdin partial charges, in e, on atoms 1 to 8: atom 1 (C): -0.306, atom 2 (C): -0.311, atom 3 (C): 0.023, atom 4 (C): 0.017, atom 5 (C): 0.030, atom 6 (H): 0.141, atom 7 (H): 0.132, atom 8 (H): 0.139



Below is H2 as an isolated structure, with properties calculated with ωB97M-V with the def2-TZVPD basis set.

The value obtained for the HOMO energy is -14.01 eV. For the orbital gap, the calculation gives 16.40 eV. The calculation puts the energy above the lowest of the compared OMol25 structures with the same formula, charge and spin at 10.1 kJ/mol. The calculation puts the LUMO energy at 2.4 eV.

ORCA input file:
```
! RIJCOSX wB97M-V def2-TZVPD def2/J DEFGRID3
* xyz 0 1
H 0.205 -0.355 0.039
H -0.205 0.355 -0.039
*
```

The computed Löwdin charges, all in e, follow: atom 1 (H): 0.000, atom 2 (H): 0.000